Entry 1:
Density functional theory data (the ωB97M-V functional and the def2-TZVPD basis) for a structure of composition C27H42Br12O13S.

## Properties
- highest occupied orbital energy (eV) = -9.16
- F_max (Eh/bohr) = 0.119
- calculated total energy (Eh) = -33318.27853
- multiplicity = 1

The geometry in XYZ format:
```
95
Properties=species:S:1:pos:R:3:forces:R:3:mulliken_charge:R:1
O 8.0942 -21.7006 3.9547 -1.3 -2.6 0.2 -0.51
C 7.1024 -22.4114 4.2213 4.2 2.9 -2.0 0.37
O 6.1840 -21.7830 4.8961 -2.1 -0.2 1.6 0.02
C 5.0363 -22.6178 5.0358 -1.2 -0.7 -0.8 -0.50
C 5.1753 -23.5796 3.8711 -0.4 -1.6 -1.3 -0.70
C 6.6972 -23.7671 3.7008 -0.6 0.7 1.0 -0.50
H 4.0978 -22.0677 4.9672 0.4 0.5 -0.1 0.33
H 4.9542 -23.1715 5.9710 0.7 0.2 0.3 0.29
H 4.7352 -23.2725 2.9224 0.1 0.9 0.1 0.27
H 4.6442 -24.5217 4.0072 0.2 -0.1 0.5 0.39
H 7.1222 -23.9161 2.7082 -0.3 -0.1 0.1 0.32
H 7.0165 -24.5459 4.3934 0.4 0.0 -0.1 0.27
O 7.9129 -18.9204 10.3270 -1.4 -3.2 -5.0 -0.60
C 7.7531 -19.6010 9.2570 1.5 1.5 3.7 0.54
O 6.5782 -19.8608 8.6370 -0.9 1.1 1.6 -0.40
C 6.7010 -20.6578 7.4727 0.0 1.6 -0.8 -0.07
C 8.1447 -20.4478 7.0578 0.3 -2.5 0.6 1.37
C 8.8313 -20.2866 8.3936 0.5 1.3 -0.3 -0.46
H 6.1010 -20.2414 6.6636 -0.6 0.0 0.5 0.25
H 6.3489 -21.6613 7.7118 0.5 -0.2 -0.1 0.04
H 8.3796 -19.6457 6.3581 -0.4 -0.3 -0.1 -1.15
H 8.4328 -21.4522 6.7473 0.5 0.5 -1.2 0.19
H 9.6770 -19.6146 8.2477 0.2 -0.1 0.6 0.05
H 9.2147 -21.2692 8.6688 -0.2 0.2 0.9 0.26
O 10.7935 -18.0028 10.8512 1.2 2.8 -1.8 -0.63
C 10.9579 -17.1618 9.9440 0.2 -4.4 1.1 0.44
O 9.9136 -16.6762 9.3156 -3.7 -0.5 0.8 -0.37
C 10.1285 -16.2980 7.9825 0.6 1.1 -0.3 0.44
C 11.4957 -15.7725 8.1957 3.4 0.7 -1.5 -0.63
C 12.1948 -16.7464 9.1391 -1.5 0.6 1.4 0.25
H 9.4273 -15.5347 7.6450 -0.1 0.0 0.5 0.19
H 10.0350 -17.0802 7.2291 0.2 -0.6 0.4 -0.37
H 11.4971 -14.7788 8.6437 -0.3 0.0 -0.1 0.36
H 12.1846 -15.7694 7.3510 -0.6 0.5 -0.6 0.34
H 12.8028 -16.2498 9.8953 0.7 -0.2 -0.5 0.39
H 12.6631 -17.5569 8.5806 0.1 -0.1 0.5 -0.47
O 12.3193 -17.7226 5.4948 -2.8 -3.5 -2.9 -0.69
C 11.6070 -18.4808 4.7468 1.6 3.6 2.7 0.39
O 11.8163 -19.7744 4.5518 1.7 -0.2 0.2 -0.14
C 11.1643 -20.2667 3.4000 -2.4 -0.7 0.0 -0.20
C 10.0588 -19.1878 3.0194 1.6 -1.2 1.0 0.83
C 10.3247 -18.0791 4.0329 1.4 0.2 -1.0 0.54
H 10.7183 -21.2272 3.6580 -0.3 0.1 0.4 0.30
H 11.7960 -20.5675 2.5642 0.7 0.9 0.2 -0.19
H 9.0432 -19.5343 3.2109 0.2 -0.5 -0.8 -0.87
H 10.4018 -18.9598 2.0102 -1.2 0.6 -0.1 0.32
H 9.5584 -17.9620 4.7991 0.2 0.3 -0.4 -0.31
H 10.5203 -17.1769 3.4533 -0.3 0.4 0.8 -0.03
O 9.6008 -15.3420 4.8357 1.9 3.4 -0.9 -0.56
C 10.0732 -14.2261 4.5074 -2.1 -2.5 1.2 0.53
O 11.2889 -13.7861 4.7995 1.8 1.2 -0.6 -0.29
C 11.4609 -12.3765 4.2377 -0.3 -0.7 -0.9 -0.53
C 10.0305 -11.8916 4.2962 1.3 0.3 0.2 -0.47
C 9.3525 -13.1334 3.7580 -1.0 -0.9 1.0 -0.48
H 11.7045 -12.2761 3.1801 0.1 -1.5 -0.6 0.27
H 12.3354 -11.8254 4.5836 -0.5 -0.4 1.6 0.40
H 9.9230 -10.9614 3.7382 -0.3 -0.1 0.1 0.36
H 9.8685 -11.7731 5.3675 -0.9 0.3 -0.1 0.26
H 9.5472 -13.5041 2.7517 -0.1 1.0 -0.6 0.25
H 8.2881 -13.1964 3.9847 0.1 0.0 -0.3 0.28
O 12.3016 -23.1988 8.9435 1.6 2.0 1.0 -0.59
S 13.0575 -22.1360 9.6364 -0.5 0.4 0.3 1.05
O 14.3540 -22.4448 10.2861 -2.5 0.7 -1.5 -0.61
O 13.2593 -20.8090 8.5895 -0.8 -1.6 2.1 -0.06
C 14.5853 -20.5864 8.0796 -0.2 -2.3 -1.0 -0.51
C 14.4090 -19.8030 6.8113 1.1 0.7 0.9 -0.71
C 11.9039 -21.3132 10.9183 0.9 -0.4 -1.5 -0.67
H 14.8974 -21.5653 7.7156 0.5 -0.2 0.3 0.39
H 15.3056 -20.3064 8.8482 -0.3 0.6 -0.1 0.36
H 13.8931 -20.3940 6.0546 -0.3 0.4 0.3 0.11
H 15.4276 -19.6474 6.4558 0.1 0.3 -0.3 0.42
H 13.9780 -18.8355 7.0690 -0.3 -0.1 -0.7 0.06
H 11.5768 -22.1146 11.5809 0.6 0.2 0.3 0.44
H 10.9900 -20.8767 10.5154 0.3 -0.1 -0.7 0.05
H 12.5031 -20.4814 11.2885 -0.1 -0.4 0.5 0.31
C 13.3483 -16.9192 0.0578 -0.3 -0.1 1.3 -0.41
Br 14.3806 -15.4677 0.9356 -0.2 -1.2 -0.7 -0.02
Br 11.4837 -16.6282 0.7195 0.9 -0.6 -0.6 -0.01
Br 14.0378 -18.8127 0.4518 -0.7 2.0 -0.4 -0.03
H 13.3205 -16.7605 -1.0202 0.2 -0.2 0.3 0.44
C 6.4012 -18.3054 2.7271 -0.8 0.6 0.3 -0.31
Br 6.4491 -16.5587 1.6640 -0.2 -1.5 1.1 -0.10
Br 4.5387 -19.1248 2.8122 1.6 0.7 -0.5 -0.10
Br 7.0047 -18.1507 4.5822 -0.6 0.4 -1.0 0.12
H 7.1202 -18.9389 2.2077 -0.5 -0.1 0.1 0.37
C 11.5019 -22.7732 -0.6567 -0.5 -0.9 -1.4 -0.36
Br 10.6949 -24.5064 -1.2315 0.4 0.7 0.3 -0.07
Br 10.2476 -21.9312 0.5360 0.5 0.2 -0.4 0.19
Br 11.9672 -21.7806 -2.3538 -0.3 -0.4 1.6 -0.04
H 12.4230 -23.0670 -0.1535 -0.2 0.4 -0.1 0.28
C 12.8008 -24.3281 4.1852 1.0 -1.1 0.0 -0.41
Br 14.3093 -24.4922 5.5691 -1.4 0.4 -1.5 0.00
Br 12.3716 -26.1690 3.4645 0.3 1.5 0.6 -0.06
Br 13.1977 -23.1063 2.6601 -0.1 -0.9 1.4 0.05
H 11.9288 -23.9946 4.7478 0.3 0.1 -0.3 0.40
```
Forces are in eV/Å.



Entry 2:
Density functional theory data (the ωB97M-V functional and the def2-TZVPD basis) for an isolated molecule of C6H8O2.

## Properties
- highest occupied orbital energy (eV) = -9.08
- F_max (Eh/bohr) = 0.138
- calculated total energy (Eh) = -383.65203
- multiplicity = 1
- SMILES = O=CC1[C@@H]2COC[C@@H]12

The geometry in XYZ format:
```
16
Properties=species:S:1:pos:R:3:forces:R:3:nbo_charge:R:1
C -2.4434 0.1024 0.0489 5.7 -2.7 -1.5 0.45
C -1.1501 -0.8012 0.3915 -3.7 1.6 2.4 -0.27
C -0.0567 -0.5389 -0.5182 3.5 -3.9 -4.2 -0.36
C 1.4645 -0.8908 -0.5663 0.7 -1.3 1.6 -0.05
C 1.0477 1.4754 0.2193 -2.3 -3.7 -1.1 -0.07
C 0.0458 0.2574 0.5776 1.5 1.9 6.6 -0.21
H -3.1681 0.0247 0.7624 -2.7 0.3 1.9 0.12
H -1.4276 -1.5745 1.2256 1.4 1.3 -1.7 0.24
H -0.2771 -0.1372 -1.4966 -0.7 0.5 0.1 0.26
H 1.7834 -1.4001 0.4393 -0.7 -0.2 -2.3 0.18
H 1.8836 -1.4134 -1.5053 -0.4 1.3 1.4 0.21
H 1.1963 2.2557 1.0102 1.0 -1.3 -0.8 0.23
H 0.6547 1.7950 -0.7261 -0.1 1.4 0.0 0.19
H 0.7052 -0.3545 1.3964 -1.5 1.8 -1.6 0.19
O -2.3427 0.7676 -0.9241 -1.6 1.5 -1.1 -0.53
O 2.0846 0.4323 -0.3346 0.0 1.6 0.2 -0.58
```
Forces are in eV/Å.



Entry 3:
Density functional theory data (the ωB97M-V functional and the def2-TZVPD basis) for a structure of composition C32H36N6Ni2O2.

## Properties
- highest occupied orbital energy (alpha / beta) (eV) = -13.79 / -13.73
- F_max (Eh/bohr) = 0.084
- total charge = +2
- calculated total energy (Eh) = -4736.09809
- multiplicity = 5

The geometry in XYZ format:
```
78
Properties=species:S:1:pos:R:3:forces:R:3:mulliken_spin:R:1
Ni -0.8489 0.9509 -1.5065 0.4 -1.8 2.2 1.80
Ni 0.3571 0.3949 1.6389 0.1 -0.7 -2.6 1.79
O -0.0013 -0.5007 -0.1754 -0.4 -0.2 -0.6 0.14
H -0.3207 -1.4019 -0.3764 0.4 0.7 0.4 0.00
C -0.3641 4.3536 1.5522 0.9 0.1 0.0 0.00
C -1.0626 3.1520 0.9379 -0.7 0.2 -1.0 0.00
O -0.3355 2.1076 0.3296 0.5 -1.2 1.0 0.09
H 0.3096 4.8249 0.8367 -0.5 0.4 -0.4 0.00
H 0.3166 4.2794 2.4003 -0.2 -1.0 0.4 0.00
H -1.1439 5.0169 1.9265 0.0 0.3 -0.4 0.00
H -1.6534 3.5563 0.1160 -0.3 0.6 -0.1 0.00
H -1.8427 2.8320 1.6286 0.0 -0.6 0.4 0.00
N 2.3606 1.1674 0.7865 2.7 1.2 0.7 0.02
C 2.9377 2.2978 1.3307 -2.2 0.3 -0.8 0.00
C 4.2286 2.7408 1.1868 0.7 -1.9 -0.2 0.00
C 5.0802 1.8148 0.5912 0.0 0.7 -1.3 0.00
C 4.5743 0.6954 -0.1192 1.9 1.8 2.0 0.00
C 3.2549 0.4443 0.0416 -2.6 -1.2 0.8 0.00
H 2.2688 3.0293 1.7596 -0.5 -0.4 0.4 0.00
H 4.6017 3.6709 1.5894 -0.2 0.0 0.1 0.00
H 6.1217 2.0925 0.5231 0.2 -0.3 0.0 0.00
H 5.3454 0.0583 -0.5267 -0.6 -0.4 -0.5 0.00
H 2.8116 -0.4735 -0.3157 0.1 0.1 -0.5 0.00
N -2.8890 0.4903 -0.8285 -0.7 0.4 0.2 0.02
C -3.9858 1.2854 -0.8825 -0.7 -1.0 -0.5 0.00
C -5.2857 0.9205 -0.4043 1.8 1.1 -0.8 0.00
C -5.4343 -0.2646 0.2907 0.0 1.8 -0.6 0.00
C -4.2867 -1.0029 0.4061 -0.6 -0.7 0.9 0.00
C -3.0900 -0.6707 -0.2020 -0.4 -0.4 1.4 -0.01
H -3.8313 2.1818 -1.4647 -0.2 0.3 0.3 0.00
H -6.0624 1.6536 -0.5645 -0.2 -0.1 0.1 0.00
H -6.3747 -0.4643 0.7829 0.1 -0.4 0.0 0.00
H -4.3884 -1.7749 1.1545 0.7 -0.7 -0.4 0.00
H -2.3017 -1.3570 0.0701 0.5 0.4 -0.6 0.00
N 1.0848 1.0807 -2.3099 0.7 1.9 -0.4 0.02
C 1.7375 0.0933 -2.9113 1.3 -1.9 -0.7 0.00
C 3.0114 0.1512 -3.4993 -0.7 2.1 1.0 0.00
C 3.6154 1.4245 -3.5328 0.1 0.1 0.2 0.00
C 2.9949 2.5508 -2.9854 -3.0 -2.0 1.4 0.00
C 1.7107 2.2821 -2.3011 1.7 0.4 -2.1 0.00
H 1.2984 -0.8930 -2.9377 -0.6 0.0 0.3 0.00
H 3.5575 -0.7012 -3.8755 -0.4 -0.1 -0.1 0.00
H 4.5965 1.4965 -3.9784 0.1 0.2 -0.2 0.00
H 3.3402 3.5727 -3.0404 0.3 -0.2 0.0 0.00
H 1.1274 3.1067 -1.9190 0.2 0.0 0.4 0.00
N -1.3903 -0.5255 -3.1332 -0.1 0.6 -2.7 0.04
C -1.1887 0.0190 -4.3926 0.4 -0.9 1.7 0.01
C -1.0519 -0.7146 -5.5697 -0.1 4.2 1.1 0.00
C -1.3774 -1.9874 -5.5552 -0.9 -3.5 0.0 0.00
C -1.6697 -2.6112 -4.3210 -0.5 0.3 -0.7 0.00
C -1.6810 -1.8612 -3.1715 0.6 0.9 0.2 0.00
H -1.1353 1.0892 -4.5276 0.2 0.3 0.7 0.00
H -0.8951 -0.0661 -6.4189 0.1 -0.6 -0.5 0.00
H -1.5164 -2.4463 -6.5230 0.2 -0.7 0.2 0.00
H -2.0447 -3.6207 -4.2393 0.2 -0.1 -0.3 0.00
H -1.9733 -2.3496 -2.2537 0.1 0.2 0.3 0.00
N 1.5921 -1.3499 2.3765 0.8 -3.4 -0.9 0.04
C 1.7178 -1.8241 3.6442 -0.8 1.5 -0.9 0.00
C 2.3800 -2.9651 4.0312 -0.2 0.8 1.4 0.00
C 3.0517 -3.7528 3.1379 0.5 0.0 0.6 0.00
C 2.9557 -3.3846 1.8346 -2.3 1.4 -2.3 0.00
C 2.1167 -2.2755 1.4530 0.8 1.1 1.9 0.00
H 1.1904 -1.1927 4.3440 0.2 -0.1 0.5 0.00
H 2.4187 -3.0975 5.1023 0.0 -0.5 0.0 0.00
H 3.6744 -4.5728 3.4637 -0.1 -0.1 0.0 0.00
H 3.3207 -4.0064 1.0306 0.3 0.1 0.0 0.00
H 1.9328 -1.9864 0.4288 0.1 -0.3 -0.1 0.00
N -1.3929 -0.6996 2.5796 -0.8 0.9 1.3 0.02
C -1.4428 -2.0348 2.5828 -0.8 -0.8 -0.5 0.00
C -2.3698 -2.8178 3.2740 -1.1 1.6 1.3 0.00
C -3.2832 -2.1557 4.1652 0.7 0.7 -1.8 0.00
C -3.2733 -0.7426 4.1641 1.4 -0.8 -0.3 0.00
C -2.3266 -0.0785 3.3663 0.5 -0.7 0.0 0.00
H -0.8267 -2.5613 1.8690 0.5 0.2 0.1 0.00
H -2.4122 -3.8864 3.1232 0.2 0.0 0.1 0.00
H -4.0877 -2.6540 4.6857 0.3 -0.4 0.2 0.00
H -3.8655 -0.1535 4.8488 -0.3 -0.1 -0.2 0.00
H -2.2867 1.0007 3.3776 0.0 0.1 -0.1 0.00
```
Forces are in eV/Å.



> Look up the multiplicity of the third one.

5